Formula: C20H25O22PS5
Source: the OMol25 dataset
Level of theory: ωB97M-V/def2-TZVPD

The geometry in XYZ format:
```
73
Properties=species:S:1:pos:R:3:forces:R:3
O -7.373 1.135 2.642 -1.12 -0.81 -0.25
C -6.928 0.031 2.610 2.09 1.34 -0.33
O -7.574 -1.193 2.508 1.27 0.99 1.16
C -6.653 -2.127 3.086 0.86 0.38 -0.61
O -7.018 -3.172 3.482 -0.04 0.02 -0.22
C -5.229 -1.486 3.031 0.08 1.08 -1.01
P -3.701 -2.505 3.362 0.13 -1.95 2.48
O -2.410 -1.571 3.886 -1.75 -0.23 -1.91
O -3.230 -3.430 2.070 -0.49 2.15 0.66
S -4.130 -3.696 4.846 -0.12 0.58 -0.56
C -5.379 -0.156 2.718 0.19 -2.29 0.60
C -4.248 0.882 2.513 -0.82 0.26 -0.57
C -3.967 0.908 0.938 1.57 -0.92 0.10
O -4.651 1.513 0.157 -0.12 -0.31 0.53
C -2.686 0.110 0.498 1.32 -0.27 0.31
C -1.418 0.617 1.076 0.11 -1.68 -1.04
C -0.137 -0.009 0.746 -2.87 -0.90 -1.02
C -0.160 -1.160 -0.174 -1.27 0.72 0.53
C -1.420 -1.694 -0.720 -0.19 1.83 1.32
C -2.714 -1.051 -0.387 2.40 0.85 0.66
H -2.748 -1.071 4.658 0.25 -0.52 -0.30
H -4.005 -3.943 1.760 0.46 0.22 0.33
H -3.322 0.593 3.069 -0.91 0.08 -0.63
H -4.533 1.928 2.803 -0.09 -1.06 -0.21
H -1.419 1.510 1.768 -0.27 -1.46 -0.99
H 0.779 0.418 1.201 -0.74 -0.74 -0.71
H 0.837 -1.617 -0.440 -1.51 0.37 0.23
H -1.434 -2.590 -1.394 0.18 1.05 0.76
H -3.669 -1.436 -0.820 0.97 0.42 0.50
O 3.644 -1.227 -1.681 -0.06 0.34 0.26
S 3.674 -1.068 -0.266 0.61 -0.36 0.62
O 3.126 0.068 0.394 -0.14 -0.18 -0.44
O 5.198 -1.271 0.227 -3.51 0.02 0.93
C 5.250 -2.347 1.175 -0.28 0.10 0.79
C 4.106 -3.269 0.796 0.46 -0.40 -0.29
O 3.044 -2.396 0.405 0.03 0.65 0.09
H 5.107 -1.927 2.174 -0.04 -0.03 -0.02
H 6.211 -2.848 1.128 -0.09 0.19 -0.08
H 3.794 -3.906 1.622 -0.20 0.19 -0.03
H 4.368 -3.890 -0.063 0.05 -0.01 0.10
O 7.020 -1.481 -0.705 2.77 -1.28 -1.25
S 7.185 -2.742 -1.343 0.68 0.77 -1.08
O 6.819 -3.972 -0.723 -0.06 0.31 -0.01
O 8.715 -2.859 -1.856 -0.54 0.20 0.09
C 8.734 -3.067 -3.270 -0.03 -0.46 -0.41
C 7.471 -2.401 -3.785 0.33 0.52 -0.18
O 6.481 -2.676 -2.792 0.32 -0.53 0.58
H 8.717 -4.144 -3.456 0.01 0.04 -0.05
H 9.635 -2.639 -3.706 -0.01 0.07 0.25
H 7.162 -2.788 -4.754 -0.21 -0.09 0.19
H 7.594 -1.316 -3.850 0.03 -0.05 -0.05
O -2.596 3.504 -5.701 0.08 -0.41 -0.14
S -2.626 2.219 -5.091 -0.27 0.01 0.53
O -1.818 1.138 -5.539 -0.01 0.41 -0.04
O -4.164 1.726 -5.031 0.46 0.46 0.00
C -4.535 1.470 -3.673 0.04 -0.41 0.43
C -3.669 2.397 -2.844 -0.39 0.40 0.19
O -2.399 2.402 -3.503 -0.06 -0.48 -0.66
H -4.317 0.422 -3.451 -0.01 0.04 0.04
H -5.597 1.657 -3.526 0.07 0.08 -0.23
H -3.568 2.061 -1.815 0.21 -0.04 -0.14
H -4.060 3.419 -2.856 -0.05 -0.05 0.02
O -1.435 3.702 1.838 0.31 -0.21 0.15
S -0.031 3.722 1.591 0.43 1.12 -0.20
O 0.748 2.543 1.484 -0.21 0.28 0.09
O 0.660 4.693 2.680 -0.60 -0.16 -0.39
C 1.359 5.746 2.011 0.55 0.14 -0.26
C 0.614 5.949 0.706 -0.31 0.51 0.23
O 0.242 4.634 0.289 0.23 -0.51 0.51
H 2.385 5.415 1.834 -0.03 0.04 -0.01
H 1.370 6.646 2.625 -0.16 -0.18 0.12
H 1.226 6.434 -0.052 -0.04 -0.28 -0.09
H -0.302 6.528 0.858 0.07 0.04 0.01
```
Forces are in eV/Å.

Calculated values
- structure (SMILES) = O=C1OC(=O)C(P(O)(O)=S)=C1CC(=O)c1ccccc1.O=S1(=O)OCCO1.O=S1(=O)OCCO1.O=S1(=O)OCCO1.O=S1(=O)OCCO1
- HOMO-LUMO gap (eV) = 7.61
- highest occupied orbital energy (eV) = -8.816
- lowest unoccupied orbital energy (eV) = -1.21
- F_max (eV/A) = 3.63
- energy (eV) = -129649.9354
- molar mass (g mol⁻¹) = 808.71

These are the Löwdin partial charges, in e, on atoms 1 to 4: O 0.181; C -0.375; O 0.132; C -0.401

---

Formula: C20H26BBrCaCl5F11N2NaO7P2
Source: the OMol25 dataset
Level of theory: ωB97M-V/def2-TZVPD

The geometry in XYZ format:
```
77
Properties=species:S:1:pos:R:3:forces:R:3
C 3.275 -0.321 -3.469 0.02 -0.37 0.01
C 3.406 0.663 -4.633 0.33 -0.41 0.63
O 2.246 1.519 -4.841 -0.12 0.13 0.30
C 1.517 1.856 -3.758 2.58 1.58 0.96
O 1.884 2.829 -2.956 -1.99 -0.27 -3.18
C 0.344 1.225 -3.402 -0.89 -1.19 0.30
C -0.292 1.758 -2.261 1.44 1.08 0.27
C -1.397 1.240 -1.786 -2.14 -0.48 0.89
N -1.960 0.196 -2.440 -0.64 -0.05 0.84
C -1.427 -0.359 -3.535 -0.94 -1.26 -0.06
C -2.214 -1.493 -4.124 -0.63 -0.09 -0.23
C -2.923 -0.938 -5.392 -0.21 0.69 0.01
O -3.296 0.207 -5.383 0.25 -1.01 -0.08
Cl -3.215 -1.984 -6.772 0.40 0.47 1.19
C -0.267 0.108 -4.048 0.47 0.96 -1.12
P 0.574 -0.627 -5.522 1.72 -0.56 -0.40
O -0.005 -2.115 -5.657 -1.31 1.80 -0.63
Br -0.199 0.625 -7.249 -0.30 -0.21 0.45
H 4.033 -1.109 -3.560 0.02 0.19 -0.27
H 2.313 -0.841 -3.508 0.08 0.08 0.06
H 3.443 0.137 -2.494 -0.19 0.33 0.00
H 3.559 0.067 -5.530 -0.36 0.35 -0.22
H 4.267 1.301 -4.460 0.05 0.11 -0.13
H 0.143 2.586 -1.725 0.05 0.07 -0.22
H -1.924 1.614 -0.906 0.09 -0.32 -0.36
H -2.827 -0.177 -2.077 0.01 -0.02 -0.06
H -1.634 -2.396 -4.293 0.06 0.18 -0.13
H -3.028 -1.756 -3.437 0.00 -0.02 -0.10
H -0.510 -2.244 -6.478 0.03 -0.47 0.17
F 1.258 -3.926 -5.329 0.77 -0.65 0.65
C 2.331 -1.480 -0.224 -1.29 0.19 -0.77
Cl 1.070 -0.439 -0.816 0.14 -0.17 0.30
Cl 3.675 -0.506 0.583 0.16 -1.96 -0.82
H 1.901 -2.169 0.513 0.35 1.37 0.75
H 2.760 -2.036 -1.075 0.63 1.32 0.09
Na 1.995 -3.637 -0.518 -1.04 -3.48 -0.95
N -3.129 0.768 0.824 -0.10 -0.18 0.26
C -4.323 0.188 0.964 0.02 0.09 -0.18
C -4.746 -0.433 2.129 0.03 0.03 0.03
C -3.883 -0.459 3.210 -0.04 -0.02 0.06
C -2.638 0.136 3.088 0.05 0.00 0.00
C -2.315 0.732 1.881 0.02 0.05 -0.15
H -4.966 0.228 0.092 -0.06 -0.03 0.05
H -5.727 -0.885 2.184 0.01 -0.01 -0.04
H -4.176 -0.935 4.137 0.01 -0.02 -0.02
H -1.936 0.139 3.911 -0.02 0.06 0.01
H -1.351 1.214 1.741 0.02 -0.01 0.06
F -2.810 -7.266 -0.242 0.17 -0.19 -0.62
P -1.475 -6.517 0.337 -0.43 -0.60 -0.40
F -2.125 -7.128 1.711 0.23 0.58 0.61
F -0.737 -7.034 -1.042 -0.26 0.67 -0.58
F -1.076 -5.195 1.282 1.02 0.04 0.64
F -1.983 -5.226 -0.568 -0.41 -0.09 -0.52
F -0.055 -7.164 0.897 0.12 0.05 0.91
C 0.954 3.819 6.260 -0.21 0.06 -0.22
C 0.583 2.975 7.461 0.48 0.01 -0.12
O -0.770 3.212 7.866 -0.07 -0.15 0.02
C -1.697 2.615 7.114 -0.04 0.12 0.00
O -1.489 1.902 6.163 0.00 0.02 0.09
O -2.895 2.952 7.587 0.10 -0.08 -0.02
C -3.993 2.451 6.820 -0.30 -0.05 -0.07
H 0.758 4.874 6.455 0.12 -0.01 0.08
H 2.011 3.695 6.017 0.02 0.03 0.08
H 0.366 3.539 5.386 0.02 -0.09 0.03
H 1.208 3.247 8.310 -0.23 0.06 0.13
H 0.741 1.913 7.269 -0.17 0.00 -0.06
H -3.917 1.374 6.682 0.10 0.03 -0.06
H -4.036 2.955 5.855 0.07 -0.10 -0.04
H -4.899 2.673 7.376 0.13 0.10 0.12
Ca 4.288 1.462 1.756 1.54 2.51 0.27
Cl 3.676 2.939 -2.270 1.76 -0.57 1.78
Cl -4.802 -1.658 -9.092 -0.30 -0.05 -0.51
B 8.916 2.107 0.592 0.68 0.07 -0.59
F 7.806 2.071 1.502 -1.06 -0.14 0.46
F 8.947 0.888 -0.108 -0.20 0.03 0.15
F 8.726 3.172 -0.298 -0.16 -0.10 0.16
F 10.093 2.281 1.322 -0.22 -0.04 0.08
```
Forces are in eV/Å.

Calculated values
- HOMO-LUMO gap (eV) = 1.26
- total charge = -1
- highest occupied orbital energy (eV) = -4.682
- lowest unoccupied orbital energy (eV) = -3.42
- F_max (eV/A) = 3.76
- energy (eV) = -243131.3678
- molar mass (g mol⁻¹) = 1008.41

These are the Löwdin partial charges, in e, on atoms 1 to 4: C -0.118; C -0.220; O -0.090; C -0.461

---

Formula: C20H26BN7ORuS
Source: the OMol25 dataset
Level of theory: ωB97M-V/def2-TZVPD

The geometry in XYZ format:
```
57
Properties=species:S:1:pos:R:3:forces:R:3
Ru 0.972 -0.042 -0.257 -0.40 0.19 -0.31
C 0.263 -3.172 -1.587 -0.02 0.03 -0.03
C -0.756 -2.541 -0.699 -0.05 -0.20 -0.12
C -1.990 -3.045 -0.289 0.08 0.04 0.00
C -2.533 -2.091 0.559 0.09 -0.04 0.02
C -3.826 -2.107 1.300 -0.02 0.01 -0.03
N -1.656 -1.081 0.649 -0.03 -0.06 0.06
N -0.580 -1.350 -0.124 0.48 0.29 0.02
B -1.657 0.228 1.456 0.17 0.00 0.23
N -1.532 1.390 0.462 -0.10 -0.04 0.13
N -0.430 1.440 -0.317 0.51 -0.26 -0.05
C -0.509 2.531 -1.088 0.01 0.15 -0.18
C 0.565 2.960 -2.029 -0.03 -0.02 -0.01
C -1.708 3.182 -0.800 0.10 0.07 -0.05
C -2.330 2.431 0.182 0.05 -0.02 0.09
C -3.627 2.668 0.879 0.00 -0.04 -0.02
N -0.391 0.233 2.344 0.06 -0.06 -0.17
N 0.868 0.115 1.811 0.06 0.04 0.48
C 1.731 0.152 2.839 -0.13 -0.03 -0.37
C 3.215 0.065 2.735 -0.03 -0.03 0.01
C 1.024 0.287 4.029 -0.29 0.04 0.12
C -0.312 0.334 3.678 0.17 0.02 0.23
C -1.507 0.472 4.559 -0.01 0.00 -0.01
H 0.045 -4.232 -1.700 0.01 0.00 0.02
H 0.251 -2.716 -2.577 0.00 0.02 0.01
H 1.266 -3.070 -1.171 0.00 0.00 -0.01
H -2.422 -3.992 -0.564 -0.01 0.01 0.00
H -4.357 -3.031 1.084 0.00 0.00 0.00
H -3.665 -2.047 2.376 0.01 0.00 0.00
H -4.461 -1.270 1.009 0.00 0.00 0.00
H -2.645 0.328 2.112 -0.01 -0.01 -0.01
H 1.388 2.250 -2.056 -0.01 0.01 0.02
H 0.164 3.062 -3.038 0.01 -0.01 0.00
H 0.957 3.931 -1.728 0.00 0.00 0.01
H -2.066 4.099 -1.235 0.01 -0.01 -0.01
H -4.072 3.591 0.517 0.00 0.00 -0.01
H -4.328 1.853 0.696 0.01 0.00 0.00
H -3.486 2.752 1.956 0.01 0.00 -0.01
H 3.573 -0.054 1.721 -0.01 0.02 0.05
H 3.666 0.967 3.150 0.02 0.00 -0.01
H 3.575 -0.782 3.318 0.01 0.00 0.00
H 1.436 0.344 5.021 -0.01 0.00 0.00
H -1.186 0.549 5.595 0.00 0.00 0.00
H -2.082 1.364 4.310 -0.01 0.01 0.01
H -2.169 -0.388 4.466 -0.01 0.00 0.01
O 0.905 -0.154 -2.284 0.22 -0.23 -0.52
N 2.040 -0.363 -2.966 -0.28 0.15 0.41
C 1.917 -0.495 -4.303 0.08 0.01 -0.09
C 3.026 -0.695 -5.077 0.05 0.00 0.06
C 4.278 -0.755 -4.461 -0.02 0.01 -0.02
C 4.371 -0.614 -3.096 0.03 0.00 0.02
C 3.224 -0.416 -2.325 -0.20 -0.10 -0.22
S 3.255 -0.277 -0.587 -0.61 0.06 0.22
H 0.904 -0.423 -4.670 0.00 0.00 0.03
H 2.913 -0.799 -6.146 0.01 -0.01 0.00
H 5.170 -0.914 -5.052 0.00 0.01 0.01
H 5.321 -0.658 -2.583 0.02 0.00 -0.01
```
Forces are in eV/Å.

Calculated values
- <S²> = 0.755
- HOMO-LUMO gap (spin up / spin down) (eV) = 7.64 / 6.66
- total charge = +1
- highest occupied orbital energy (spin up / spin down) (eV) = -11.263 / -11.114
- lowest unoccupied orbital energy (spin up / spin down) (eV) = -3.62 / -4.45
- multiplicity = 2
- F_max (eV/A) = 0.65
- energy (eV) = -47731.2132
- energy relative to the best compared isomer or geometry (same formula, charge and spin) (kcal per mole) = 0.0
- molar mass (g mol⁻¹) = 524.43

These are the natural (NBO) partial charges, in e, on atoms 1 to 4: Ru 0.954; C -0.653; C 0.218; C -0.334

---

Among the records above, which one has the highest molar mass? C20H26BBrCaCl5F11N2NaO7P2

---

Among the records above, which one has the lowest F_max? C20H26BN7ORuS

---

Look up the energy of the third one. -47731.2132 eV

---

Which formula does entry 3 have? C20H26BN7ORuS